i.
# C28H84O28

A structure of composition C28H84O28 (wB97M-V/def2-TZVPD, the Open Molecules 2025 dataset).

```
140
Properties=species:S:1:pos:R:3
C 0.9137 4.7154 2.9598
C -0.4739 5.1432 3.4035
O -0.8864 4.5245 4.6181
O 1.9166 5.4425 3.7105
H 1.0796 4.8696 1.8912
H 1.1097 3.6534 3.1331
H -1.1740 4.8349 2.6280
H -0.4692 6.2264 3.5493
H -0.3127 4.8129 5.3360
H 2.1824 4.9127 4.4648
C -1.7475 -2.5857 2.8459
C -0.8203 -2.4319 4.0343
O -1.4016 -2.0875 5.2863
O -1.9597 -3.9834 2.6070
H -1.2438 -2.2231 1.9406
H -2.6357 -1.9498 2.8961
H -0.1537 -1.5913 3.8219
H -0.0988 -3.2557 4.0330
H -1.8362 -2.8819 5.6229
H -2.9000 -4.1858 2.6512
C -0.1728 -0.4494 0.1182
C -0.2191 0.7841 0.9923
O -0.8990 1.9646 0.5763
O -1.4475 -0.9201 -0.2814
H 0.4616 -1.1920 0.6165
H 0.4510 -0.3261 -0.7775
H 0.7607 1.1120 1.3601
H -0.6524 0.4403 1.9447
H -0.2077 2.3946 0.0482
H -2.0860 -0.3686 0.1924
C 2.4424 -0.3694 4.5493
C 2.6174 -1.4960 5.5865
O 1.4431 -1.7960 6.2994
O 2.0314 -0.8794 3.2881
H 3.4033 0.1703 4.4783
H 1.7597 0.3956 4.9217
H 3.3736 -1.2283 6.3177
H 2.9457 -2.3298 4.9545
H 0.6177 -1.9431 5.8094
H 2.8308 -1.2532 2.8863
C -1.5765 -1.9748 -3.3189
C -2.6204 -1.5413 -4.3101
O -2.5048 -2.4157 -5.4651
O -0.2986 -1.5414 -3.7904
H -1.4987 -3.0630 -3.2878
H -1.7688 -1.6282 -2.3047
H -2.6371 -0.4569 -4.4452
H -3.6251 -1.7938 -3.9464
H -3.1522 -2.0618 -6.0873
H 0.3574 -2.2426 -3.8466
C -0.7482 -5.7640 -1.4420
C -1.0777 -4.7323 -0.3732
O -2.0208 -3.7591 -0.6950
O -0.9443 -7.1058 -0.9810
H 0.2655 -5.7409 -1.8715
H -1.3255 -5.5247 -2.3520
H -0.1108 -4.3313 -0.0490
H -1.3802 -5.2925 0.5164
H -1.8184 -2.8751 -0.3496
H -0.2755 -7.6467 -1.3975
C -3.1318 2.8400 3.1655
C -4.1785 3.9515 3.0708
O -3.8148 4.8137 2.0040
O -3.3824 2.0240 1.9967
H -3.2060 2.2041 4.0539
H -2.0746 3.0901 3.1613
H -4.1387 4.4970 4.0215
H -5.1424 3.4579 2.9728
H -4.6446 5.1079 1.6147
H -2.6362 2.0923 1.3821
C -3.3596 3.8234 -1.1241
C -3.2555 5.2380 -1.6455
O -2.3574 5.2925 -2.7798
O -3.8900 2.9492 -2.1046
H -3.9693 3.6748 -0.2374
H -2.3399 3.5024 -0.8709
H -2.8179 5.9455 -0.9208
H -4.2421 5.6884 -1.8140
H -2.7063 5.9945 -3.3383
H -3.3468 2.8668 -2.8967
C -0.4280 2.5611 -4.1714
C -1.1640 1.2243 -3.9312
O -2.4629 1.2198 -4.5706
O -0.3349 3.3428 -2.9972
H -0.9613 3.0903 -4.9745
H 0.5152 2.3720 -4.7031
H -1.1308 0.9150 -2.8878
H -0.6376 0.3991 -4.4434
H -2.3017 1.3741 -5.5033
H -0.9891 4.0585 -3.0504
C -5.3428 0.3335 0.1284
C -6.3148 -0.6224 -0.5156
O -5.6191 -1.8686 -0.8104
O -4.7520 -0.2540 1.2598
H -5.8011 1.3147 0.3213
H -4.6395 0.5947 -0.6815
H -6.7795 -0.1926 -1.3993
H -7.0933 -0.9613 0.1795
H -4.9603 -1.8921 -0.0987
H -4.1774 0.4336 1.6614
C 2.9323 -0.8110 -3.1234
C 3.2778 -2.2487 -3.5213
O 2.2769 -2.7679 -4.3865
O 4.0982 -0.0002 -2.9965
H 2.4963 -0.7802 -2.1244
H 2.1928 -0.3765 -3.7999
H 3.4644 -2.8823 -2.6497
H 4.2170 -2.2306 -4.0878
H 2.6667 -3.3247 -5.0606
H 4.5846 -0.0404 -3.8285
C 2.8257 2.5007 -1.7119
C 3.5374 3.8008 -1.4408
O 3.0720 4.8201 -2.3574
O 1.4849 2.3785 -1.3518
H 3.4500 1.7665 -1.1991
H 2.9315 2.2691 -2.7735
H 4.6214 3.7465 -1.5357
H 3.2596 4.1799 -0.4475
H 3.7489 5.4886 -2.4741
H 0.9054 2.9269 -1.9364
C 2.7800 -3.5034 1.1877
C 3.6020 -4.6451 0.6969
O 4.9183 -4.1720 0.4330
O 2.4159 -2.6026 0.1204
H 3.3209 -2.8981 1.9256
H 1.8220 -3.7819 1.6271
H 3.1022 -5.0388 -0.2013
H 3.6106 -5.5045 1.3759
H 5.5140 -4.9235 0.3816
H 3.2290 -2.3910 -0.3580
C 6.1525 -2.6415 -0.0920
C 5.2043 -1.4985 0.2656
O 4.6810 -1.5381 1.5971
O 6.9059 -2.4005 -1.2784
H 5.5821 -3.5681 -0.1596
H 6.8791 -2.7832 0.7163
H 4.4878 -1.3922 -0.5554
H 5.8284 -0.5912 0.2443
H 4.7779 -0.6321 1.8872
H 7.3702 -1.5825 -1.0479
```

Properties
Charge: 0
2S+1: 1
Gap between HOMO and LUMO, eV: 8.772

ii.
# C28H84O28

A structure of composition C28H84O28 (wB97M-V/def2-TZVPD, the Open Molecules 2025 dataset).

```
140
Properties=species:S:1:pos:R:3
C -3.1189 1.2498 -2.5890
C -3.5660 -0.0850 -2.0269
O -3.8633 -1.0650 -3.0349
O -4.2067 1.8579 -3.2822
H -2.3561 1.1056 -3.3578
H -2.8337 1.7971 -1.6858
H -4.4728 0.0167 -1.4236
H -2.8301 -0.5022 -1.3327
H -4.5493 -1.6359 -2.6826
H -3.9887 2.7812 -3.4467
C -1.0387 4.0416 2.1510
C -0.3186 2.7470 2.5442
O -1.0239 1.5733 2.2149
O -0.3449 5.1769 2.5844
H -1.9918 4.0497 2.6852
H -1.2163 4.0092 1.0682
H -0.1406 2.8040 3.6258
H 0.6812 2.7418 2.0919
H -0.4629 0.7978 2.0533
H 0.4897 5.2427 2.0946
C 2.4948 -5.8790 -2.6809
C 3.2980 -4.6434 -2.3102
O 2.4505 -3.7357 -1.6125
O 1.6393 -5.6055 -3.7841
H 2.0003 -6.2526 -1.7780
H 3.1485 -6.6889 -3.0063
H 3.7081 -4.1493 -3.1963
H 4.1890 -4.9566 -1.7527
H 2.8915 -2.8817 -1.5795
H 1.2514 -4.7402 -3.5581
C -4.5877 1.7033 1.6762
C -5.1786 2.8119 0.7935
O -6.0715 2.3296 -0.1811
O -3.5575 0.9954 1.0047
H -5.3692 1.0310 2.0431
H -4.1433 2.1278 2.5837
H -4.3483 3.3544 0.3320
H -5.7157 3.4669 1.4796
H -5.5762 1.9232 -0.9017
H -2.7503 0.9336 1.5265
C 2.5200 2.4603 3.9107
C 1.7065 2.8327 2.6889
O 2.4911 3.3470 1.6359
O 3.4509 1.4257 3.4902
H 1.9427 2.0339 4.7265
H 3.1192 3.2938 4.2796
H 0.9513 3.5924 2.9268
H 1.0803 2.0132 2.3213
H 2.8047 2.6185 1.0817
H 4.1163 1.8273 2.9209
C 1.5794 -2.2284 5.4227
C 0.9165 -1.2267 4.4689
O -0.3218 -0.7653 4.9810
O 0.7813 -3.3514 5.7356
H 1.8856 -1.7296 6.3505
H 2.5412 -2.4753 4.9613
H 0.8091 -1.7723 3.5262
H 1.6214 -0.4049 4.3419
H -1.0127 -1.3167 4.5973
H 0.0376 -3.1011 6.2909
C 2.1027 6.5045 -0.6474
C 2.0392 5.0082 -0.4687
O 2.0411 4.6565 0.9309
O 3.4562 6.9663 -0.6280
H 1.4263 6.9688 0.0752
H 1.6642 6.7922 -1.6060
H 2.8305 4.4767 -1.0069
H 1.1593 4.5165 -0.8854
H 2.9197 4.9154 1.2407
H 3.6552 7.1911 0.2876
C 1.2763 -4.4092 1.5542
C 0.3097 -5.1659 2.4705
O -0.3216 -4.3078 3.3876
O 2.4821 -4.1121 2.2550
H 0.8007 -3.5026 1.1649
H 1.4941 -5.0368 0.6877
H 0.7872 -6.0557 2.8869
H -0.4536 -5.5182 1.7605
H 0.2835 -4.1488 4.1365
H 2.2307 -3.6221 3.0451
C 2.6027 -0.1950 -4.7363
C 1.0766 -0.1774 -4.6646
O 0.5857 -1.1666 -5.5499
O 3.1352 -1.3945 -4.2056
H 2.9419 0.6346 -4.1141
H 2.9024 -0.0048 -5.7700
H 0.6735 0.8015 -4.9255
H 0.8768 -0.4481 -3.6157
H -0.2885 -0.9740 -5.8959
H 2.8703 -2.1070 -4.8022
C 0.2809 -0.5999 -0.0837
C 0.8348 0.7798 -0.4794
O -0.1245 1.8348 -0.5442
O 0.3228 -0.8195 1.3350
H 0.9351 -1.3318 -0.5665
H -0.7128 -0.7167 -0.5212
H 1.0828 0.6608 -1.5428
H 1.7651 1.0859 0.0083
H -0.6095 1.8402 0.2947
H -0.4106 -1.4540 1.4855
C -1.3679 3.5194 -4.7537
C -0.9456 4.1047 -3.4056
O 0.0981 3.2917 -2.9119
O -2.4765 4.3116 -5.2547
H -1.7491 2.5011 -4.6473
H -0.5540 3.5601 -5.4794
H -1.8251 4.2600 -2.7735
H -0.5650 5.1142 -3.5833
H -0.2225 2.6601 -2.2445
H -2.6166 4.0105 -6.1582
C -1.6494 -3.3570 -1.8520
C -1.2434 -2.7925 -3.2191
O 0.0379 -3.3599 -3.5113
O -0.5474 -3.4786 -0.9676
H -2.1502 -4.3172 -2.0021
H -2.3886 -2.6855 -1.4130
H -1.1217 -1.7083 -3.1888
H -2.0054 -3.1239 -3.9255
H 0.5027 -2.6815 -4.0162
H 0.2369 -3.5085 -1.5450
C 4.0067 -1.2214 1.3096
C 2.9818 -0.7204 0.3049
O 3.0191 0.6788 -0.0031
O 3.4767 -1.2346 2.6367
H 4.8890 -0.5671 1.2952
H 4.3647 -2.2214 1.0734
H 1.9504 -0.9045 0.6363
H 3.0688 -1.3154 -0.6169
H 2.7239 0.8079 -0.9048
H 3.5368 -0.2962 2.8939
C -4.2179 -2.0911 2.3913
C -3.0347 -2.4939 1.5222
O -1.8024 -2.3777 2.2296
O -4.5623 -3.2029 3.2280
H -5.1046 -1.8368 1.7995
H -4.0182 -1.2327 3.0387
H -2.9263 -1.7081 0.7719
H -3.2309 -3.4551 1.0491
H -1.6974 -3.1297 2.8373
H -5.4358 -3.0852 3.6052
```

Properties
Charge: 0
2S+1: 1
Gap between HOMO and LUMO, eV: 6.815

Most stable structure, least stable structure: i, ii.

i.
# C8H15OP

An isolated molecule of C8H15OP (wB97M-V/def2-TZVPD, the Open Molecules 2025 dataset).

```
25
Properties=species:S:1:pos:R:3
C 1.5533 -0.5848 -1.4939
C 0.1245 -0.2365 -1.2835
C -0.2409 -0.4293 1.2396
C 2.4418 0.0299 -0.4380
C -2.1055 -1.0293 -0.4480
C -0.6340 -0.9016 -0.1795
C 0.1349 1.0347 1.4254
C -1.0423 1.9364 1.1219
O 2.8004 1.8443 1.4275
P 1.7506 1.5048 0.4438
H 1.6356 -1.7535 -1.5943
H 1.8085 -0.0700 -2.5478
H 0.2526 0.8205 -1.0722
H -0.5290 -0.3730 -2.2198
H -0.9629 -0.8806 1.9604
H 0.7676 -0.9752 1.5920
H 2.6494 -0.7143 0.3678
H 3.3710 0.3526 -0.7637
H -2.7093 -0.1429 -0.6908
H -2.7706 -1.8611 -0.2053
H -0.3978 -1.9313 -0.0711
H 0.2469 1.2812 2.5224
H -0.9332 2.4071 0.2424
H -1.2360 2.6884 1.8834
H -1.9852 1.4098 1.2122
```

Properties
Charge: 0
2S+1: 1
Gap between HOMO and LUMO (alpha / beta), eV: 8.368 / 7.236

ii.
# C8H15OP

An isolated molecule of C8H15OP (wB97M-V/def2-TZVPD, the Open Molecules 2025 dataset).

```
25
Properties=species:S:1:pos:R:3
C 1.1549 -1.1426 -0.5350
C -1.1692 -0.4207 -1.2281
C -1.0223 -1.3122 0.9423
C -0.3893 -1.4213 -0.3729
C 1.5992 0.0505 0.3522
C -0.9032 1.0587 -0.7318
C 2.5348 -0.2722 1.4527
C -2.0354 2.0389 -0.7115
O 0.1413 2.1419 1.7595
P 0.0012 0.9495 0.9667
H 1.7582 -2.0202 -0.1605
H 1.3643 -0.9498 -1.6132
H -1.1133 -0.3785 -2.3694
H -2.1715 -0.7145 -0.9923
H -2.0709 -1.3175 0.8613
H -0.5980 -1.8758 1.7335
H -0.5836 -2.4311 -0.8078
H 2.0623 0.6719 -0.3977
H -0.0804 1.3530 -1.4183
H 2.3089 -1.1202 2.1492
H 2.6562 0.5962 2.1156
H 3.4502 -0.5321 1.0361
H -2.0394 2.5972 -1.6009
H -1.8882 2.8561 0.1319
H -2.9669 1.5947 -0.5617
```

Properties
Charge: 0
2S+1: 1
Gap between HOMO and LUMO, eV: 8.955

Most stable structure, least stable structure: ii, i.

i.
# C12H36ClGaI2N3OP3

A structure of composition C12H36ClGaI2N3OP3 (wB97M-V/def2-TZVPD, the Open Molecules 2025 dataset).

```
59
Properties=species:S:1:pos:R:3
I 2.5886 -5.8004 -4.6914
I 0.4294 -7.3558 -4.3478
Ga -0.8531 -2.0147 -0.6636
P 0.1008 -2.9287 1.2407
C 1.1509 -4.4166 1.0380
C 1.1827 -1.7650 2.1520
H 1.5437 -2.2092 3.0861
H -0.6254 -3.7839 3.4192
H 0.6050 -0.8617 2.3644
H -1.7600 -2.5800 2.7257
H 1.9822 -4.1846 0.3666
H 2.0336 -1.4952 1.5207
C -1.1219 -3.4397 2.5054
H 1.5450 -4.7542 2.0022
H -1.7443 -4.2423 2.1008
H 0.5602 -5.2180 0.5859
P -1.9220 -0.8986 -2.3911
C -1.7079 -1.5517 -4.0894
C -3.7411 -0.8079 -2.1958
H -1.5864 1.3406 -1.5766
H -2.0186 1.3679 -3.3174
H -0.3681 0.9153 -2.7966
C -1.4307 0.8592 -2.5456
H -3.9549 -0.3737 -1.2158
H -4.1936 -0.1975 -2.9848
H -2.2580 -0.9451 -4.8164
H -2.0688 -2.5831 -4.1292
H -4.1575 -1.8183 -2.2286
H -0.6450 -1.5518 -4.3463
Cl -1.8190 -0.3839 0.7855
C -0.4873 3.6763 -0.6742
N 0.2731 2.4717 -1.0713
C 1.4641 2.8477 -1.8449
P 0.6248 1.2037 0.2324
O 0.4742 -0.3586 -0.4120
N 2.3773 1.6732 0.5671
C 3.2506 0.6491 1.1070
C 2.4798 2.9118 1.3748
N -0.3364 1.6921 1.7843
C -1.6640 2.3470 1.7672
C 0.0917 1.3520 3.1510
H -0.4385 4.4664 -1.4536
H -0.1415 4.1162 0.2766
H -1.5677 3.4555 -0.6339
H 2.1127 3.5436 -1.2698
H 2.0376 1.9472 -2.1415
H 1.1530 3.3774 -2.7706
H 3.2913 -0.2041 0.4037
H 4.2870 1.0402 1.1747
H 2.9528 0.3641 2.1330
H 3.5146 3.3086 1.3398
H 1.8224 3.7110 1.0001
H 2.2337 2.7403 2.4376
H -2.2288 2.1501 0.8420
H -2.3087 1.9442 2.5830
H -1.5655 3.4355 1.9518
H -0.5603 0.5475 3.5607
H 1.1432 1.0380 3.2077
H -0.0308 2.2307 3.8206
```

Properties
Charge: +2
2S+1: 1
Gap between HOMO and LUMO, eV: 5.494

ii.
# C12H36ClGaI2N3OP3

A structure of composition C12H36ClGaI2N3OP3 (wB97M-V/def2-TZVPD, the Open Molecules 2025 dataset).

```
59
Properties=species:S:1:pos:R:3
I -0.0623 -0.9841 -3.2578
I -0.0221 3.1913 -4.2210
Ga -0.0725 1.3479 -2.0820
P -2.3866 1.6452 -1.7774
C -3.1547 1.5099 -3.4389
C -3.3325 0.4425 -0.7609
H -4.3374 0.9037 -0.7257
H -4.0044 3.2750 -1.1394
H -2.9016 0.3154 0.2539
H -2.4161 3.4681 -0.2228
H -2.8264 0.5261 -3.8225
H -3.3538 -0.5241 -1.2984
C -2.9026 3.3027 -1.2007
H -4.2509 1.6085 -3.3067
H -2.5437 4.0332 -1.9467
H -2.7069 2.3019 -4.0717
P 2.3426 1.5197 -1.6375
C 3.1148 1.3688 -3.2753
C 2.8550 3.1477 -1.0374
H 2.6700 0.0199 0.2734
H 4.2228 0.6702 -0.4304
H 3.3264 -0.6380 -1.2622
C 3.2177 0.2699 -0.6482
H 2.3705 3.3479 -0.0767
H 3.9493 3.1265 -0.9571
H 4.2131 1.4157 -3.1736
H 2.7029 2.1714 -3.9006
H 2.5345 3.8950 -1.7745
H 2.7656 0.4144 -3.6844
Cl -0.2163 2.3501 0.0695
C 2.2508 -1.8645 2.7114
N 1.5822 -1.7261 1.4198
C 2.0473 -2.6897 0.3398
P 0.0083 -1.1602 1.1702
O -0.2768 -0.5628 -0.1761
N -1.0159 -2.5214 1.2832
C -1.6985 -2.9684 -0.0366
C -1.0335 -3.4216 2.4306
N -0.3466 -0.4312 2.6810
C 0.5069 0.6346 3.2991
C -1.7695 -0.2388 3.0790
H 2.9905 -2.6431 2.5477
H 1.6372 -2.1304 3.5716
H 2.8049 -0.9806 3.0248
H 1.7185 -3.7186 0.5524
H 1.6864 -2.3856 -0.6661
H 3.1478 -2.7182 0.2712
H -1.1004 -2.6082 -0.8946
H -1.7891 -4.0573 -0.1188
H -2.6920 -2.5052 -0.1420
H -1.4098 -4.3250 1.9535
H -0.1245 -3.6937 3.0137
H -1.6984 -3.0761 3.2436
H 1.3105 1.0148 2.6370
H -0.0849 1.5424 3.5270
H 0.9433 0.3229 4.2702
H -2.0348 0.7665 2.7378
H -2.4385 -0.9870 2.6438
H -1.9159 -0.3096 4.1593
```

Properties
Charge: +2
2S+1: 1
Gap between HOMO and LUMO (alpha / beta), eV: 4.653 / 4.538

Most stable structure, least stable structure: ii, i.

i.
# C3H4BrF

An isolated molecule of C3H4BrF (wB97M-V/def2-TZVPD, the Open Molecules 2025 dataset).

```
9
Properties=species:S:1:pos:R:3
C 0.7333 1.1114 -0.5426
C 0.6281 -0.2682 -0.0010
F 1.6758 -1.1118 0.1519
C -0.7309 -0.8087 0.3514
Br -2.0871 0.4727 0.2527
H 1.7892 1.5925 -0.6199
H -0.0595 1.7448 -0.8174
H -1.2343 -1.5777 -0.1796
H -0.7147 -1.1550 1.4045
```

Properties
Charge: 0
2S+1: 1
SMILES: C=C(F)CBr
Gap between HOMO and LUMO, eV: 10.242

ii.
# C3H4BrF

A cluster of 2 separate species, C3H4BrF in total (wB97M-V/def2-TZVPD, the Open Molecules 2025 dataset).

```
9
Properties=species:S:1:pos:R:3
C -0.6920 -1.6263 0.8279
C -0.4695 -1.5403 1.9864
F -0.2965 -1.2728 3.2751
H -0.6830 -1.7550 -0.2257
C 0.3536 1.2964 -1.0334
Br 1.3690 0.4471 -2.4360
H 0.7803 1.1135 -0.0534
H 0.3175 2.4418 -1.2592
H -0.6795 0.8956 -1.0816
```

Properties
Charge: 0
2S+1: 1
SMILES: C#CF.CBr
Gap between HOMO and LUMO, eV: 10.947

Most stable structure, least stable structure: i, ii.

i.
# CH10N2O3

A cluster of 4 separate species, CH10N2O3 in total (wB97M-V/def2-TZVPD, the Open Molecules 2025 dataset).

```
16
Properties=species:S:1:pos:R:3
H -0.8206 2.3931 0.7697
N -0.7424 1.4242 0.4907
C -1.0713 0.5892 1.3897
N -1.1239 -0.7679 1.2483
H -1.2748 0.9684 2.3977
H -0.3998 -1.3551 0.8560
H -1.7332 -1.2531 1.8822
O -0.0972 -0.4208 -1.7437
H -0.1962 0.1954 -0.9822
H -1.0165 -0.4887 -2.0435
O 2.2805 2.2614 -0.3992
H 1.6184 2.4835 -1.0599
H 3.1238 2.1610 -0.8747
O 0.5717 -2.6631 -0.2728
H 0.5916 -3.5164 -0.7110
H 0.2901 -2.0111 -0.9472
```

Properties
Charge: 0
2S+1: 1
SMILES: [H]/N=C/N.O.O.O
Gap between HOMO and LUMO, eV: 10.397

ii.
# CH10N2O3

A cluster of 4 separate species, CH10N2O3 in total (wB97M-V/def2-TZVPD, the Open Molecules 2025 dataset).

```
16
Properties=species:S:1:pos:R:3
H -3.7550 -0.6226 0.0280
N -3.4567 -0.3303 -0.8843
C -4.2399 -0.4673 -1.8683
N -3.7720 -0.2071 -3.1230
H -5.1307 -1.1003 -1.8687
H -4.4478 -0.0593 -3.8523
H -2.9020 0.3032 -3.1627
O 5.3583 -0.4997 4.2214
H 5.5263 -0.3894 5.1631
H 4.6816 -1.1861 4.1910
O -0.3075 1.4867 -1.7467
H -0.8602 0.8579 -1.2677
H 0.4574 1.0212 -2.0939
O 4.1088 0.4259 1.7105
H 3.9611 0.9272 2.5221
H 4.7785 -0.1599 2.0312
```

Properties
Charge: 0
2S+1: 1
SMILES: [H]/N=C/N.O.O.O
Gap between HOMO and LUMO, eV: 10.012

Most stable structure, least stable structure: i, ii.